No. 1
DFT (the ωB97M-V functional and the def2-TZVPD basis) results for a cluster of 3 separate species, C13H32BNO3P in total.

Properties
HOMO-LUMO gap ... 7.47 eV
Electronic energy ... -31596.5385 eV
Highest occupied orbital energy ... -4.75 eV
LUMO ... 2.7 eV
Total charge ... -1

Each atom is followed by the atoms it is bonded to, with distances in Å.
Positions of all 51 atoms, in Å:
1 C 3.8634 1.5724 1.0913  C2 1.227, H14 1.106
2 C 2.6627 1.3806 0.9265  C1 1.227, B3 1.653
3 B 1.0585 0.9861 0.8594  C2 1.653, C4 1.650, C7 1.648, P12 1.953
4 C 1.0276 -0.6535 0.6752  B3 1.650, C5 1.604, H15 1.123, H16 1.141
5 C 2.1632 -1.2017 -0.3157  C4 1.604, N6 1.501, H17 1.125, H18 1.135
6 N 1.6482 -2.4846 -0.9006  C5 1.501, H19 1.025, H20 1.026
7 C 0.4522 1.8269 -0.4218  B3 1.648, C8 1.585, H21 1.142, H22 1.132
8 C -1.1183 2.0420 -0.4383  C7 1.585, C9 1.592, H23 1.141, H24 1.136
9 C -1.9768 0.7038 -0.5290  C8 1.592, C10 1.596, H25 1.122, H26 1.140
10 C -2.6818 0.4066 0.8711  C9 1.596, C11 1.586, H27 1.124, H28 1.138
11 C -2.4763 -1.0693 1.4128  C10 1.586, H29 1.125, H30 1.131, H31 1.128
12 P 0.3481 1.5432 2.5909  B3 1.953, O13 1.547, H32 1.431, H33 1.448
13 O 0.0431 0.3450 3.5210  P12 1.547
14 H 4.9161 1.8830 1.2262  C1 1.106
15 H 0.0184 -1.0700 0.4128  C4 1.123
16 H 1.2954 -1.0876 1.6956  C4 1.141
17 H 2.3771 -0.4778 -1.1504  C5 1.125
18 H 3.0752 -1.3563 0.3422  C5 1.135
19 H 2.0768 -2.5616 -1.8288  N6 1.025
20 H 1.9973 -3.2833 -0.3586  N6 1.026
21 H 0.9159 2.8695 -0.3648  C7 1.142
22 H 0.8600 1.3704 -1.3740  C7 1.132
23 H -1.3497 2.6256 -1.3906  C8 1.141
24 H -1.5003 2.7092 0.3976  C8 1.136
25 H -1.4246 -0.1703 -0.9656  C9 1.122
26 H -2.8245 0.9301 -1.2562  C9 1.140
27 H -2.3482 1.1625 1.6329  C10 1.124
28 H -3.8051 0.5539 0.7634  C10 1.138
29 H -3.4209 -1.4161 1.9168  C11 1.125
30 H -1.6414 -1.1517 2.1716  C11 1.131
31 H -2.1780 -1.7182 0.5395  C11 1.128
32 H -0.7623 2.4403 2.4932  P12 1.431
33 H 1.3797 2.2887 3.2815  P12 1.448
34 C 0.5135 3.5789 -5.3313  C35 1.517, H37 1.092, H38 1.093, H39 1.094
35 C -0.6252 2.6975 -4.8541  C34 1.517, O36 1.421, H40 1.091, H41 1.096
36 O -0.8577 2.8975 -3.4662  C35 1.421, H42 0.965
37 H 1.4265 3.3587 -4.7740  C34 1.092
38 H 0.7052 3.4279 -6.3966  C34 1.093
39 H 0.2824 4.6345 -5.1624  C34 1.094
40 H -0.3820 1.6447 -5.0043  C35 1.091
41 H -1.5472 2.9212 -5.4023  C35 1.096
42 H -1.0813 3.8278 -3.3387  O36 0.965
43 C 0.0926 -3.9825 3.7233  C44 1.517, H46 1.092, H47 1.093, H48 1.093
44 C -0.1557 -4.9162 2.5532  C43 1.517, O45 1.420, H49 1.092, H50 1.096
45 O -1.0389 -4.3120 1.6192  C44 1.420, H51 0.968
46 H -0.8476 -3.7334 4.2200  C43 1.092
47 H 0.7666 -4.4401 4.4524  C43 1.093
48 H 0.5317 -3.0413 3.3816  C43 1.093
49 H -0.6144 -5.8462 2.8959  C44 1.092
50 H 0.7833 -5.1611 2.0438  C44 1.096
51 H -0.6228 -3.4935 1.3134  O45 0.968

=====

No. 2
DFT (the ωB97M-V functional and the def2-TZVPD basis) results for the molecule C12H25ClFNO2.

Properties
HOMO-LUMO gap ... 9.92 eV
Electronic energy ... -33673.6523 eV
Highest occupied orbital energy ... -9.24 eV
LUMO ... 0.7 eV
Total charge ... 0
Structure (SMILES) ... CC[C@H](Cl)N[C@H](CCCCCOC)[C@@H](F)OC

Each atom is followed by the atoms it is bonded to, with distances in Å.
Positions of all 42 atoms, in Å:
1 C -1.5754 0.9982 -3.2705  C2 1.538, H18 1.080, H19 1.080, H20 1.085
2 C -1.4327 2.1340 -2.2427  C1 1.538, C3 1.500, H21 1.083, H22 1.080
3 C -1.7570 1.6769 -0.8516  C2 1.500, Cl4 1.800, N5 1.433, H23 1.086
4 Cl -1.6522 3.1108 0.2315  C3 1.800
5 N -0.8416 0.6664 -0.4108  C3 1.433, C6 1.467, H24 1.011
6 C -1.2214 0.0166 0.8486  N5 1.467, C7 1.542, C14 1.523, H25 1.080
7 C 0.0066 -0.2856 1.7304  C6 1.542, C8 1.516, H26 1.085, H27 1.080
8 C 0.8567 0.9525 1.9400  C7 1.516, C9 1.545, H28 1.085, H29 1.077
9 C 2.2496 0.7278 2.5703  C8 1.545, C10 1.526, H30 1.082, H31 1.082
10 C 2.9445 -0.6039 2.2994  C9 1.526, C11 1.543, H32 1.082, H33 1.084
11 C 3.5392 -0.7646 0.8844  C10 1.543, O12 1.418, H34 1.087, H35 1.085
12 O 3.2185 0.2953 -0.0010  C11 1.418, C13 1.412
13 C 2.6426 -0.1378 -1.2155  O12 1.412, H36 1.086, H37 1.086, H38 1.082
14 C -1.8563 -1.3239 0.5025  C6 1.523, F15 1.374, O16 1.383, H39 1.096
15 F -2.2197 -1.9954 1.6451  C14 1.374
16 O -2.9592 -1.1587 -0.3152  C14 1.383, C17 1.423
17 C -3.4078 -2.3592 -0.9343  O16 1.423, H40 1.085, H41 1.083, H42 1.079
18 H -0.6170 0.7273 -3.6893  C1 1.080
19 H -2.2386 1.2551 -4.0828  C1 1.080
20 H -1.9803 0.1156 -2.7868  C1 1.085
21 H -0.4211 2.5207 -2.2409  C2 1.083
22 H -2.0914 2.9512 -2.4983  C2 1.080
23 H -2.7830 1.3227 -0.8180  C3 1.086
24 H -0.7237 -0.0334 -1.1305  N5 1.011
25 H -1.9345 0.6239 1.3855  C6 1.080
26 H 0.5436 -1.0990 1.2531  C7 1.085
27 H -0.3823 -0.6026 2.6865  C7 1.080
28 H 0.3085 1.5807 2.6348  C8 1.085
29 H 0.9680 1.5316 1.0382  C8 1.077
30 H 2.2322 0.8946 3.6390  C9 1.082
31 H 2.8996 1.4967 2.1730  C9 1.082
32 H 3.7730 -0.6624 2.9928  C10 1.082
33 H 2.2955 -1.4391 2.5359  C10 1.084
34 H 4.6212 -0.7848 0.9815  C11 1.087
35 H 3.2644 -1.7299 0.4728  C11 1.085
36 H 1.8605 -0.8700 -1.0355  C13 1.086
37 H 3.3958 -0.5320 -1.8919  C13 1.086
38 H 2.1761 0.7241 -1.6730  C13 1.082
39 H -1.1056 -1.9090 -0.0409  C14 1.096
40 H -3.2287 -2.3193 -2.0039  C17 1.085
41 H -2.8991 -3.2325 -0.5448  C17 1.083
42 H -4.4675 -2.4795 -0.7674  C17 1.079

=====

Question: Which formula does entry 2 have?
Answer: C12H25ClFNO2

=====

Question: Which value of total charge does entry 2 give?
Answer: 0

=====

Question: Which of these has the highest LUMO?
Answer: C13H32BNO3P